Record 1
2 unconnected molecules or ions with the total composition C3H6N2OS2 in a non-equilibrium geometry. Source: the OMol25 dataset; level of theory: ωB97M-V with the def2-TZVPD basis set.

Geometry as ORCA input:
```
! RIJCOSX wB97M-V def2-TZVPD def2/J DEFGRID3
* xyz 0 1
C 2.604 0.936 -0.087
C 2.314 -0.587 -0.229
C -1.522 0.361 -0.119
H 3.736 1.083 0.026
H 2.121 1.376 0.848
H 2.092 1.613 -0.845
H -2.041 1.290 -0.397
H -2.009 -1.896 0.417
H -4.383 -0.451 1.047
N -0.290 0.296 0.117
N -2.355 -0.741 -0.290
O 3.136 -1.490 -0.466
S 0.654 -1.249 0.214
S -4.056 -0.543 -0.236
*
```

Output
E_tot ... -29903.17563 eV
E_LUMO ... -0.246 eV
ΔE to the lowest compared entry with this formula, charge and spin ... 400.3 kJ/mol
HOMO level ... -9.2 eV
Strongest force on any atom ... 5.643 eV/A

Atomic partial charges in e from the natural (NBO) method, atoms 1 to 2: -0.746 0.444

Record 2
A gas-phase ion, C6H12Cl2N3 (charge +1) in a non-equilibrium geometry. Source: the OMol25 dataset; level of theory: ωB97M-V with the def2-TZVPD basis set.

Geometry as ORCA input:
```
! RIJCOSX wB97M-V def2-TZVPD def2/J DEFGRID3
* xyz 1 1
H 1.207 2.875 0.790
N 1.210 1.802 0.896
C 0.140 1.388 1.318
C -1.004 2.242 1.861
N -0.091 0.048 1.563
C 0.776 -0.915 1.004
Cl 0.815 -2.525 1.686
N 0.514 -1.058 -0.468
C 1.437 -0.456 -1.511
C -0.696 -1.455 -0.840
C -1.071 -1.492 -2.239
Cl -1.867 -1.921 0.440
H -1.555 2.623 0.921
H -0.473 3.062 2.371
H -1.648 1.778 2.595
H -1.073 -0.090 1.526
H 1.845 -0.484 1.092
H 2.417 -0.335 -1.033
H 1.508 -1.089 -2.494
H 1.050 0.531 -1.801
H -1.287 -0.470 -2.567
H -1.911 -2.203 -2.306
H -0.244 -1.856 -2.803
*
```

Output
E_tot ... -35923.91143 eV
SMILES ... [H]/N=C(\C)N[C@@H](Cl)/[N+](C)=C(/C)Cl
E_LUMO ... -4.745 eV
ΔE to the lowest compared entry with this formula, charge and spin ... 138.9 kJ/mol
HOMO level ... -13.5 eV
Strongest force on any atom ... 4.669 eV/A

Atomic partial charges in e from the natural (NBO) method, atoms 1 to 2: 0.374 -0.712

Record 3
A molecular structure, C14H17BrN3O6W in a non-equilibrium geometry. Source: the OMol25 dataset; level of theory: ωB97M-V with the def2-TZVPD basis set.

Geometry as ORCA input:
```
! RIJCOSX wB97M-V def2-TZVPD def2/J DEFGRID3
* xyz 1 3
W -0.200 0.682 0.756
N -0.407 2.862 0.963
C 0.957 3.458 0.837
C 1.885 2.576 1.652
O 2.700 3.028 2.409
N 1.593 1.218 1.488
C 2.011 0.339 2.579
C 0.746 -0.321 3.146
O 0.762 -1.293 3.837
O -0.381 0.293 2.700
H -1.066 3.316 0.339
H -0.757 3.023 1.906
H 0.998 4.479 1.202
H 1.242 3.436 -0.215
H 2.528 0.895 3.361
H 2.675 -0.451 2.231
Br 2.150 0.588 -1.859
C 0.354 0.713 -2.362
C 0.015 0.766 -3.705
C -1.326 0.825 -4.040
C -2.289 0.823 -3.040
C -1.866 0.776 -1.734
N -0.564 0.739 -1.396
C -2.834 0.718 -0.562
O -4.015 0.766 -0.734
O -2.206 0.573 0.595
H 0.793 0.753 -4.454
H -1.617 0.863 -5.082
H -3.352 0.851 -3.239
C 0.858 -3.428 -0.408
C -0.682 -3.498 -0.264
C -1.021 -2.430 0.756
O 0.063 -1.449 0.580
C 1.277 -2.259 0.472
H 1.139 -3.253 -1.445
H 1.350 -4.341 -0.079
H -1.027 -4.474 0.070
H -1.165 -3.284 -1.217
H -0.948 -2.781 1.786
H -1.963 -1.912 0.622
H 1.538 -2.561 1.487
H 2.055 -1.623 0.061
*
```

Output
E_tot ... -103413.37073 eV
E_LUMO (spin up / spin down) ... -4.819 / -4.535 eV
ΔE to the lowest compared entry with this formula, charge and spin ... 45.2 kJ/mol
HOMO level (spin up / spin down) ... -11.9 / -12.9 eV
Expectation value of S² ... 2.016
Strongest force on any atom ... 1.206 eV/A

Atomic partial charges in e from the natural (NBO) method, atoms 1 to 2: 1.952 -0.802

Record 4
15 unconnected molecules or ions with the total composition H30O15 in a non-equilibrium geometry. Source: the OMol25 dataset; level of theory: ωB97M-V with the def2-TZVPD basis set.

Geometry as ORCA input:
```
! RIJCOSX wB97M-V def2-TZVPD def2/J DEFGRID3
* xyz 0 1
O -1.371 -2.433 -0.934
H -2.224 -2.094 -0.925
H -1.308 -3.457 -1.074
O -1.615 -2.586 2.083
H -1.155 -2.353 2.936
H -1.970 -1.787 1.933
O -0.226 0.875 2.633
H -0.263 0.199 3.258
H -0.357 1.543 3.414
O 0.913 1.697 -2.971
H 0.628 0.720 -3.026
H 1.176 1.831 -2.025
O 1.713 1.939 -0.380
H 2.542 1.436 -0.688
H 1.776 2.680 0.109
O -1.724 2.177 0.447
H -1.500 2.826 1.276
H -1.103 1.604 0.098
O 1.558 -0.287 1.965
H 1.803 0.070 2.724
H 0.594 -0.113 1.976
O -3.487 1.032 -0.691
H -3.028 0.655 -1.284
H -2.936 1.784 -0.495
O -0.717 3.495 -1.624
H -0.063 2.924 -2.345
H -1.093 2.865 -1.115
O 3.725 0.268 0.518
H 2.869 0.344 0.939
H 4.270 0.843 1.011
O -0.026 0.214 -0.275
H 0.878 -0.008 0.103
H -0.828 -0.331 0.008
O -2.421 -0.464 1.268
H -2.935 -0.111 0.496
H -1.674 0.170 1.193
O 0.988 -2.734 0.964
H 1.159 -3.661 0.667
H -0.066 -2.599 0.982
O 2.150 -2.122 -1.531
H 1.895 -2.342 -0.691
H 1.509 -2.644 -2.071
O 0.816 -0.631 -3.279
H -0.144 -0.378 -3.126
H 1.272 -1.055 -2.453
*
```

Output
E_tot ... -31193.45279 eV
E_LUMO ... -0.854 eV
ΔE to the lowest compared entry with this formula, charge and spin ... 792.4 kJ/mol
HOMO level ... -9.6 eV
Strongest force on any atom ... 10.180 eV/A

Atomic partial charges in e from the natural (NBO) method, atoms 1 to 2: -0.970 0.479

Record 5
A gas-phase ion, C6H11NO (charge +1) in a non-equilibrium geometry. Source: the OMol25 dataset; level of theory: ωB97M-V with the def2-TZVPD basis set.

Geometry as ORCA input:
```
! RIJCOSX wB97M-V def2-TZVPD def2/J DEFGRID3
* xyz 1 2
C 0.547 -1.569 0.502
N -0.799 -1.526 1.083
C -1.728 -0.529 0.944
O -2.221 -0.012 1.922
C 0.805 -0.647 -0.664
C 1.446 0.721 -0.278
C 1.470 1.552 -1.511
C 0.393 2.171 -1.990
H 0.688 -2.631 0.261
H 1.282 -1.275 1.280
H -0.873 -2.084 1.937
H -2.198 -0.186 -0.007
H -0.115 -0.338 -1.163
H 1.396 -1.203 -1.388
H 2.504 0.634 0.024
H 1.018 1.219 0.599
H 2.392 1.615 -2.065
H -0.603 2.223 -1.542
H 0.391 2.720 -2.925
*
```

Output
E_tot ... -9927.18891 eV
E_LUMO (spin up / spin down) ... -4.588 / -9.192 eV
ΔE to the lowest compared entry with this formula, charge and spin ... 293.3 kJ/mol
HOMO level (spin up / spin down) ... -13.3 / -13.2 eV
Expectation value of S² ... 0.776
Strongest force on any atom ... 4.042 eV/A

Atomic partial charges in e from the natural (NBO) method, atoms 1 to 2: -0.266 -0.238

Record 6
A gas-phase ion, C5H8N5O (charge +1) in a non-equilibrium geometry. Source: the OMol25 dataset; level of theory: ωB97M-V with the def2-TZVPD basis set.

Geometry as ORCA input:
```
! RIJCOSX wB97M-V def2-TZVPD def2/J DEFGRID3
* xyz 1 1
C -0.086 -2.818 -0.302
C -0.117 -1.346 -0.164
N -1.254 -0.705 -0.103
N -1.158 0.630 -0.125
C -2.394 1.393 -0.261
C 0.099 1.010 -0.049
N 0.986 1.951 0.269
N 2.163 1.264 0.439
N 2.142 -0.077 0.396
O 3.126 -0.730 0.640
C 0.946 -0.478 -0.080
H 0.949 -3.121 -0.042
H -0.891 -3.262 0.228
H -0.308 -3.086 -1.241
H -3.042 0.795 -0.805
H -2.886 1.793 0.645
H -2.174 2.212 -0.872
H 0.853 2.904 0.629
H 3.047 1.671 0.798
*
```

Output
E_tot ... -14799.38579 eV
SMILES ... Cc1nn(C)c2[nH][nH][n+](=O)c12
E_LUMO ... -4.521 eV
ΔE to the lowest compared entry with this formula, charge and spin ... 757.4 kJ/mol
HOMO level ... -13.3 eV
Strongest force on any atom ... 7.591 eV/A

Atomic partial charges in e from the natural (NBO) method, atoms 1 to 2: -0.633 0.188